C4H4N2 | ωB97M-V with the def2-TZVPD basis set

Summary:
Lowest unoccupied orbital energy (eV): 0.35
Orbital gap (eV): 8.2956
M (g/mol): 80.1
Energy above the lowest of the compared OMol25 structures with the same formula, charge and spin (kJ/mol): 565.5
E_tot (hartree): -264.111036

Geometry as ORCA input:
```
! wB97M-V def2-TZVPD RIJCOSX def2/J DEFGRID3
* xyz 0 1
N 0.164 2.040 0.244
N -0.218 1.886 -0.801
C 0.778 0.327 1.448
C -0.776 -0.109 -1.476
C -0.535 -0.986 -0.629
C 0.569 -0.756 0.877
H 0.843 -1.789 1.010
H -1.164 0.344 -2.361
H -0.776 -2.023 -0.471
H 1.143 1.022 2.171
*
```